No. 1
77
Properties=species:S:1:pos:R:3:mulliken_charge:R:1 method="wB97M-V/def2-TZVPD" homo_ev=-6.675 gap_ha=0.339 charge=-1
F 64.2870 54.2760 56.2520 -0.70
C 61.5250 56.0300 56.3950 -0.08
C 61.2250 54.5920 56.9690 1.17
O 60.0140 54.2800 56.4170 -0.43
C 59.3000 55.4560 56.0590 0.55
O 58.1740 55.4490 55.7350 -0.48
O 60.2550 56.5530 56.2190 -0.44
F 61.0180 54.6210 58.3630 -0.39
H 61.9830 55.7690 55.5250 0.09
H 62.2010 56.5420 57.0950 0.31
H 61.9100 53.8250 56.6950 -0.34
C 64.9280 51.7900 57.8760 0.75
C 63.6410 51.9710 58.4690 1.28
O 63.6290 51.2090 59.6600 -0.36
C 64.8020 50.4900 59.6180 0.44
O 65.1160 49.6970 60.5480 -0.68
O 65.5550 50.7060 58.6210 -0.34
F 62.5950 51.5270 57.6860 -0.35
H 65.5220 52.7690 57.7100 -0.24
H 64.6990 51.6350 56.8030 -0.11
H 63.3890 53.0800 58.7470 -0.48
C 65.5000 56.1000 54.1280 0.19
C 65.8600 56.8020 55.3600 0.78
O 65.3580 58.1700 55.1940 -0.38
C 64.7010 58.2210 54.0630 0.70
O 64.2560 59.2290 53.6320 -0.59
O 64.7490 57.0910 53.4230 -0.39
F 67.2550 56.9030 55.4650 -0.36
H 64.9220 55.1320 54.1760 -0.29
H 66.3820 55.9020 53.4490 0.28
H 65.6040 56.4560 56.2690 -0.02
C 59.5380 54.3090 51.5690 -0.70
O 60.3480 53.4400 52.3050 -0.32
C 61.6130 53.9030 52.7140 -0.67
C 62.2910 52.8600 53.6850 0.44
O 62.2850 51.7110 53.2210 -0.26
C 62.8710 50.6320 53.9720 -0.89
C 62.9530 49.3780 53.1900 -0.51
O 61.5940 48.9830 52.7790 -0.26
C 61.5080 47.6330 52.3280 -0.72
H 58.6630 53.9580 51.3820 0.39
H 60.0360 54.7990 50.6600 0.20
H 59.1810 54.9380 52.5070 0.19
H 61.3370 54.7390 53.1520 0.60
H 62.3520 54.0390 51.7120 0.10
H 61.7460 52.9320 54.6330 -0.13
H 63.3550 53.1540 54.0880 0.07
H 62.3270 50.7090 54.7680 0.80
H 63.9160 50.8410 54.1730 0.27
H 63.4890 48.5570 53.9010 0.29
H 63.4580 49.5390 52.2100 0.29
H 62.2510 47.5460 51.4980 0.30
H 60.4430 47.5510 51.9750 0.21
H 61.9380 46.9030 53.0590 0.27
C 68.0950 52.9060 61.4740 -1.01
O 67.1330 53.4060 60.5960 -0.11
C 67.5050 54.6280 59.9700 -1.00
C 66.2510 55.2660 59.4610 0.39
O 65.3600 55.1920 60.3080 -0.19
C 64.1670 55.8920 60.1810 -0.13
C 63.2050 55.5350 61.2430 -0.94
O 62.9970 54.0830 61.4890 -0.34
C 63.9770 53.2810 62.1080 -0.59
H 69.0290 52.9160 61.0400 0.42
H 67.6670 51.7640 61.4940 0.17
H 68.2080 53.3240 62.3840 0.36
H 68.1690 54.1970 59.3320 0.53
H 67.9400 55.3310 60.6440 0.37
H 66.1260 54.5740 58.5560 -0.42
H 66.4300 56.3600 59.1900 0.31
H 63.5600 55.6490 59.3960 -0.08
H 64.3600 56.9150 60.1440 0.67
H 62.3030 55.9330 60.9200 0.43
H 63.2850 56.0900 62.2060 0.31
H 64.5460 53.8730 62.8470 0.35
H 64.6920 53.0680 61.4730 -0.07
H 63.6210 52.5420 62.6790 0.49

No. 2
29
Properties=species:S:1:pos:R:3:mulliken_charge:R:1 method="wB97M-V/def2-TZVPD" homo_ev=-9.318 gap_ha=0.350 smiles="C[C@H](N)C(=O)N[C@H](B(F)F)c1ccccc1"
C 2.8091 -2.6151 -0.9809 -1.30
C 2.6991 -1.1132 -0.6269 0.30
N 3.7901 -0.6505 0.2411 -0.76
C 1.3760 -0.8647 0.0568 0.34
O 1.2673 -1.0166 1.2616 -0.67
N 0.3434 -0.4913 -0.7748 -0.21
C -1.0633 -0.5825 -0.3449 0.18
B -2.0791 -0.8208 -1.5339 0.51
F -1.7681 -0.2952 -2.7031 -0.24
F -3.3713 -1.1450 -1.2572 -0.27
C -1.5275 0.6356 0.3067 0.44
C -0.7769 1.1357 1.3776 -0.53
C -1.1720 2.3442 1.9343 -0.60
C -2.3182 2.9997 1.5273 -0.46
C -3.0983 2.4369 0.5698 -0.76
C -2.6538 1.3301 -0.1128 -0.43
H 3.7125 -2.7781 -1.5765 0.35
H 1.9591 -3.0332 -1.5439 0.32
H 2.8715 -3.2634 -0.0951 0.31
H 2.7343 -0.5330 -1.5696 0.30
H 3.7068 -1.0506 1.1582 0.29
H 3.6950 0.3337 0.4355 0.30
H 0.4349 -0.6672 -1.7578 0.31
H -1.2065 -1.4330 0.3042 0.16
H 0.0693 0.5789 1.7421 0.62
H -0.5840 2.7720 2.7258 0.39
H -2.6246 3.9231 1.9888 0.39
H -4.0438 2.8962 0.2305 0.33
H -3.1809 0.9675 -0.9831 0.40

No. 3
12
Properties=species:S:1:pos:R:3:mulliken_charge:R:1 method="wB97M-V/def2-TZVPD" homo_ev=-9.645 gap_ha=0.375
H -1.0038 0.9102 -1.7599 0.23
N -0.2500 0.3268 -1.4415 -0.52
C -0.1348 0.3036 -0.1844 0.47
C -1.1317 0.5981 0.8817 -1.12
N 1.2297 0.0497 0.3019 -0.38
C 1.2342 -1.2954 -0.1539 0.15
O 1.4322 -1.5805 -1.2991 -0.45
H -2.1292 0.2255 0.6351 0.34
H -1.1339 1.6879 0.9227 0.29
H -0.8141 0.2194 1.8561 0.32
H 1.8079 0.5562 -0.3768 0.34
H 0.8935 -2.0016 0.6180 0.34

No. 4
13
Properties=species:S:1:pos:R:3:mulliken_charge:R:1 method="wB97M-V/def2-TZVPD" homo_ev=-7.920 gap_ha=0.328 smiles="C=C1OC=NN1C"
C -0.0181 0.4400 1.9043 -1.14
C -0.3212 0.2797 0.6526 0.66
O -1.8892 0.6825 0.0010 -0.43
C -1.6467 0.6153 -1.2348 0.10
N -0.5165 0.2075 -1.6527 -0.84
N 0.2606 0.0143 -0.5125 0.60
C 1.4211 -0.8256 -0.5238 -0.79
H -0.8092 0.7274 2.4918 0.34
H 0.9471 0.2881 2.3150 0.33
H -2.4767 0.5941 -1.9718 0.35
H 1.2690 -1.3429 0.4338 0.30
H 1.3314 -1.5267 -1.3567 0.31
H 2.4484 -0.1537 -0.5462 0.22

No. 5
16
Properties=species:S:1:pos:R:3:mulliken_charge:R:1 method="wB97M-V/def2-TZVPD" homo_ev=-2.917 gap_ha=0.253 charge=-1
C 0.8011 0.7534 1.6835 -1.33
C 1.4243 0.7370 0.2444 0.24
C 0.2280 0.6325 -0.7847 -0.77
S -0.5239 -0.9484 -1.0277 -0.61
N 2.3443 -0.4103 0.0230 -0.80
H 0.2220 1.6761 1.7636 0.34
H 0.1107 -0.0957 1.7458 0.27
H 1.5638 0.7191 2.4745 0.38
H 1.9978 1.6673 0.1143 0.31
H 0.5264 1.2268 -1.6588 0.35
H -0.5805 1.2418 -0.3325 0.16
H 2.5968 -0.2964 -0.9643 0.28
H 1.7738 -1.2545 0.0008 0.29
H -3.4712 -0.8011 0.8575 0.30
H -2.4250 -0.0332 0.0561 0.26
O -3.1571 0.1190 0.7014 -0.66

No. 6
12
Properties=species:S:1:pos:R:3:mulliken_charge:R:1 method="wB97M-V/def2-TZVPD" homo_ev=-9.647 gap_ha=0.382 smiles="O=C1CC1.C=O"
O 0.9532 0.4415 -1.3659 -0.55
C -0.1221 0.3316 -0.8396 0.51
C -1.4189 -0.3526 -0.8172 -0.46
C -1.1043 0.8636 0.1113 -0.41
H -2.0645 -0.2102 -1.6805 0.26
H -1.5128 -1.3223 -0.3312 0.22
H -1.5496 1.8295 -0.1130 0.25
H -1.0016 0.6637 1.1776 0.22
C 1.9697 -0.5059 0.8616 -0.07
O 2.3210 0.3870 1.5863 -0.41
H 2.5904 -0.9165 0.0434 0.25
H 0.9706 -0.9875 0.9634 0.20

No. 7
17
Properties=species:S:1:pos:R:3:mulliken_charge:R:1 method="wB97M-V/def2-TZVPD" homo_ev="-15.936 / -15.835" gap_ha="0.226 / 0.226" charge=+1 multiplicity=2
O 1.5637 -0.5583 -0.6551 -0.19
C 0.9480 0.5728 -0.9685 0.10
O -0.0551 0.4816 -1.8158 -0.18
C 0.2377 1.3183 0.4332 -0.35
C -1.2052 0.7260 0.6651 -0.63
C -1.1307 -0.8585 0.5165 -0.25
C -0.2840 -1.5974 1.5178 -1.04
H 1.6857 1.3852 -1.2562 0.39
H 0.9909 1.2036 1.2471 0.38
H 0.1399 2.3712 0.1528 0.41
H -1.8378 1.1041 -0.1904 0.36
H -1.6100 1.1214 1.6150 0.39
H -0.6290 -0.8703 -0.4759 0.29
H -2.0775 -1.3905 0.4370 0.41
H -0.5464 -2.6432 1.5763 0.36
H 0.7341 -1.4847 1.1320 0.27
H -0.3140 -1.1503 2.5448 0.27

No. 8
111
Properties=species:S:1:pos:R:3:mulliken_charge:R:1 method="wB97M-V/def2-TZVPD" homo_ev=-10.907 gap_ha=0.291 charge=+1
C 0.7496 -0.5390 2.0056 -0.24
C -0.5129 -0.4162 1.1763 -0.04
N -0.4956 0.6179 0.1187 1.43
C -0.4732 1.9921 0.5358 0.49
C 0.9594 2.5285 0.7139 -1.18
C 1.9180 2.3401 -0.4610 -0.48
C 2.8184 1.1029 -0.4090 -0.81
S 2.4125 -0.2852 -1.4815 -0.22
O -1.0035 2.1095 1.8796 -0.39
C -2.3728 2.3280 1.9760 -0.10
O -2.7051 2.2438 3.3088 -0.43
C -4.0096 1.7391 3.6131 -0.82
C -4.0230 0.2266 3.7214 0.51
C -3.2176 -0.2703 4.9102 -1.60
O -3.5295 -0.4051 2.5377 -0.50
C -2.5435 3.7619 1.5167 -0.21
F -3.7796 4.2841 1.7146 -0.37
N -2.3197 3.7885 0.0350 0.10
C -1.1952 2.9189 -0.4965 -1.59
P -2.0789 2.1302 -1.9876 0.05
O -2.2761 3.4912 -2.8591 -0.46
Br -0.4743 1.1479 -3.1318 -0.18
H 1.5953 -0.7816 1.3679 -0.02
H 0.6156 -1.3957 2.6650 -0.06
H 0.9421 0.3099 2.6537 -0.04
H -1.4017 -0.3644 1.8021 -0.16
H -0.6205 -1.3542 0.6270 0.53
H -1.2784 0.3928 -0.4834 -0.57
H 0.8373 3.6066 0.8578 0.51
H 1.3684 2.1551 1.6466 0.64
H 1.4036 2.4050 -1.4190 0.16
H 2.5948 3.1951 -0.4273 0.48
H 2.9666 0.7866 0.6213 0.28
H 3.8033 1.3878 -0.7750 0.49
H 1.3093 -0.7840 -0.9194 0.09
H -2.9486 1.6225 1.3625 0.49
H -4.7625 2.1103 2.9164 0.34
H -4.2606 2.1498 4.5889 0.47
H -5.0660 -0.0715 3.8609 0.49
H -2.3821 0.3801 5.1527 0.32
H -2.8549 -1.2720 4.6952 0.37
H -3.8630 -0.3501 5.7820 0.45
H -4.2224 -0.4261 1.8778 0.21
H -1.7879 4.3816 1.9936 0.34
H -2.1775 4.7518 -0.2660 0.41
H -3.2117 3.5087 -0.4030 0.52
H -0.4658 3.6087 -0.9155 1.02
H -1.4527 3.8934 -3.1869 0.35
C -3.3784 -2.9018 -3.0078 -1.22
C -3.7261 -1.6337 -2.2553 -0.08
O -2.5773 -1.0884 -1.5898 -0.33
H -2.9716 -3.6479 -2.3254 0.28
H -4.2600 -3.3175 -3.4959 0.39
H -2.6233 -2.7063 -3.7735 0.38
H -4.4670 -1.8353 -1.4866 0.14
H -4.1415 -0.8825 -2.9362 0.22
H -1.9125 -0.8881 -2.2561 0.04
C 5.3766 -2.8823 -4.0800 -1.02
C 6.2083 -2.5137 -2.8673 -0.08
O 6.3204 -1.0980 -2.7113 -0.48
H 5.8120 -2.4520 -4.9817 0.29
H 5.3187 -3.9645 -4.2002 0.34
H 4.3600 -2.4929 -3.9811 0.21
H 7.2257 -2.8865 -2.9731 0.29
H 5.7779 -2.9508 -1.9603 0.25
H 5.4348 -0.7429 -2.6075 0.21
C -8.6441 -2.1430 -2.7106 -1.02
C -7.9248 -2.7716 -1.5332 -0.25
O -6.8884 -1.9262 -1.0244 -0.41
H -7.9393 -1.9190 -3.5119 0.25
H -9.4138 -2.8098 -3.0992 0.34
H -9.1220 -1.2055 -2.4168 0.32
H -7.4363 -3.6974 -1.8311 0.29
H -8.6322 -3.0054 -0.7322 0.25
H -7.2974 -1.1052 -0.7383 0.25
C 1.4386 0.4551 6.4225 -1.05
C 1.3280 -1.0200 6.0867 -0.11
O 2.1866 -1.3882 5.0050 -0.43
H 1.1968 1.0625 5.5489 0.14
H 0.7611 0.7236 7.2338 0.36
H 2.4557 0.7063 6.7306 0.39
H 0.3163 -1.2640 5.7640 0.16
H 1.5616 -1.6271 6.9667 0.35
H 3.0912 -1.1949 5.2687 0.24
C 1.2081 -4.7316 3.1548 -0.46
C 1.5707 -5.4826 4.4217 -0.34
O 2.7545 -4.9573 5.0109 -0.52
H 2.0251 -4.7846 2.4347 0.27
H 0.3070 -5.1377 2.6913 0.36
H 1.0381 -3.6755 3.3796 -0.16
H 1.7683 -6.5313 4.2067 0.31
H 0.7472 -5.4346 5.1432 0.24
H 2.5812 -4.0323 5.2141 0.30
C 10.8065 -0.1252 -1.6060 -1.00
C 9.9623 0.7450 -2.5201 -0.18
O 9.0055 -0.0103 -3.2491 -0.44
H 11.3213 -0.8923 -2.1847 0.26
H 11.5504 0.4680 -1.0717 0.33
H 10.1785 -0.6315 -0.8691 0.32
H 10.5903 1.2374 -3.2614 0.28
H 9.4543 1.5232 -1.9376 0.24
H 8.4061 -0.4384 -2.6283 0.20
C -1.5926 3.4143 -6.6717 -0.89
C -2.0469 4.5498 -5.7735 -0.14
O -1.0163 4.9847 -4.8762 -0.58
H -1.2218 2.6006 -6.0507 0.15
H -2.4181 3.0537 -7.2852 0.32
H -0.7764 3.7111 -7.3331 0.34
H -2.8584 4.2146 -5.1294 0.19
H -2.4130 5.3939 -6.3640 0.34
H -0.2741 5.3017 -5.3981 0.30

What did the third record say?
12
Properties=species:S:1:pos:R:3:mulliken_charge:R:1 method="wB97M-V/def2-TZVPD" homo_ev=-9.645 gap_ha=0.375
H -1.0038 0.9102 -1.7599 0.23
N -0.2500 0.3268 -1.4415 -0.52
C -0.1348 0.3036 -0.1844 0.47
C -1.1317 0.5981 0.8817 -1.12
N 1.2297 0.0497 0.3019 -0.38
C 1.2342 -1.2954 -0.1539 0.15
O 1.4322 -1.5805 -1.2991 -0.45
H -2.1292 0.2255 0.6351 0.34
H -1.1339 1.6879 0.9227 0.29
H -0.8141 0.2194 1.8561 0.32
H 1.8079 0.5562 -0.3768 0.34
H 0.8935 -2.0016 0.6180 0.34

Copy entry 5 word for word.
16
Properties=species:S:1:pos:R:3:mulliken_charge:R:1 method="wB97M-V/def2-TZVPD" homo_ev=-2.917 gap_ha=0.253 charge=-1
C 0.8011 0.7534 1.6835 -1.33
C 1.4243 0.7370 0.2444 0.24
C 0.2280 0.6325 -0.7847 -0.77
S -0.5239 -0.9484 -1.0277 -0.61
N 2.3443 -0.4103 0.0230 -0.80
H 0.2220 1.6761 1.7636 0.34
H 0.1107 -0.0957 1.7458 0.27
H 1.5638 0.7191 2.4745 0.38
H 1.9978 1.6673 0.1143 0.31
H 0.5264 1.2268 -1.6588 0.35
H -0.5805 1.2418 -0.3325 0.16
H 2.5968 -0.2964 -0.9643 0.28
H 1.7738 -1.2545 0.0008 0.29
H -3.4712 -0.8011 0.8575 0.30
H -2.4250 -0.0332 0.0561 0.26
O -3.1571 0.1190 0.7014 -0.66